Run one
# C5H9ClO

An isolated molecule of C5H9ClO (the ωB97M-V functional and the def2-TZVPD basis, OMol25).

Geometry as XYZ:
```
16
C5H9ClO | OMol25 | the ωB97M-V functional and the def2-TZVPD basis
Cl -2.050 -0.800 -0.091
O 1.099 -0.895 -0.122
C -0.854 0.425 0.499
C 0.656 0.188 0.630
C 2.501 -1.018 -0.191
C 0.934 1.561 0.001
C -0.494 1.471 -0.575
H 2.944 -0.352 -0.954
H -1.107 2.333 -0.587
H 3.004 -0.809 0.763
H 2.667 -2.074 -0.452
H -1.312 0.872 1.367
H 1.087 2.376 0.765
H 1.811 1.566 -0.731
H 1.007 0.101 1.714
H -0.497 0.975 -1.552
```

For the HOMO energy, the calculation gives -9.754 eV. As for the total charge: 0. The SMILES is CO[C@H]1CC[C@H]1Cl. As for the frontier orbital gap: 10.727 eV. Its molar mass is 120.6 g mol⁻¹.

Run two
# C5H9ClO

An isolated molecule of C5H9ClO (the ωB97M-V functional and the def2-TZVPD basis, OMol25).

Geometry as XYZ:
```
16
C5H9ClO | OMol25 | the ωB97M-V functional and the def2-TZVPD basis
Cl 2.603 -0.170 -0.334
O -1.328 1.967 0.069
C -1.152 -0.539 0.087
C -1.744 0.730 -0.486
C 1.138 0.349 0.554
C 0.085 -0.625 0.578
C -2.138 -1.684 -0.090
H 0.761 1.239 0.071
H 1.442 0.639 1.592
H 0.356 -1.611 1.053
H -2.864 0.646 -0.458
H -2.595 -1.613 -1.086
H -2.998 -1.588 0.600
H -1.556 0.768 -1.554
H -1.711 -2.670 0.064
H -1.594 1.942 0.986
```

For the HOMO energy, the calculation gives -9.430 eV. As for the total charge: 0. The SMILES is C/C(=C/CCl)CO. As for the frontier orbital gap: 10.158 eV. Its molar mass is 120.6 g mol⁻¹.

Stability summary: most stable run two, least stable run one.